Below is a molecular structure, C49H53ClN2O4P3Tc, with properties calculated with the ωB97M-V functional and the def2-TZVPD basis.

Orbital gap (spin up / spin down): 6.43 / 4.14 eV
ΔE to the lowest compared entry with this formula, charge and spin: 30.3 kJ/mol
Total charge: +1
⟨S²⟩: 3.787
2S+1: 4

Each line ends with the Löwdin charge.
Positions of all 113 atoms, in Å:
Tc1 -0.27440 -0.72300 -0.10510  1.09
C1 -2.67280 -1.77050 2.75350  -0.13
C2 -1.38780 -1.40410 3.49760  -0.46
C3 -1.78060 -0.75870 4.82270  -0.09
P1 -0.27040 -0.40760 2.32520  1.11
C4 1.53150 -0.40360 2.92500  -0.29
C5 1.57970 0.56450 5.30690  -0.04
C6 3.70070 -1.78680 2.45220  -0.02
C7 -0.99340 1.26510 2.40820  -0.26
C8 -1.21840 2.02860 3.54710  -0.08
C9 -1.95590 3.20090 3.49550  -0.04
C10 -2.47370 3.64350 2.28690  -0.05
C11 -2.18670 2.95830 1.12890  -0.01
C12 -1.43830 1.76310 1.15450  -0.32
N1 -1.12310 1.11110 0.00570  -0.09
C13 -1.12230 1.84860 -1.18740  -0.34
C14 -2.17820 1.75260 -2.09310  -0.05
C15 -2.12660 2.41970 -3.30370  -0.05
C16 -0.99890 3.15180 -3.63870  -0.04
C17 0.06340 3.23390 -2.75650  -0.06
C18 0.00420 2.63020 -1.50510  -0.29
P2 1.35580 2.74910 -0.26770  1.16
C19 2.91410 3.09500 -1.26950  -0.51
C20 3.23170 4.52590 -1.69590  -0.10
C21 4.09630 2.53900 -0.47800  -0.12
C22 0.85480 4.27700 0.73100  -0.52
C23 0.50770 5.51030 -0.09130  -0.10
C24 1.91350 4.53970 1.79510  -0.12
H1 -3.44070 -2.06560 3.46440  0.09
H2 -3.05290 -0.92280 2.18430  0.07
H3 -2.50830 -2.61670 2.09560  0.03
H4 -0.84470 -2.32610 3.71360  0.08
H5 -2.38720 0.12890 4.65970  0.08
H6 -2.38090 -1.47530 5.38270  0.10
H7 -0.92250 -0.51670 5.43850  0.05
H8 1.87230 0.59540 2.61620  0.12
H9 2.09640 0.46400 6.25740  0.09
H10 1.89390 1.50280 4.85590  0.09
H11 0.51970 0.61970 5.51830  0.04
H12 3.74880 -2.38990 3.35530  0.09
H13 4.16470 -2.35550 1.64780  0.08
H14 4.28280 -0.87780 2.58940  0.10
H15 -0.80800 1.72890 4.49450  0.08
H16 -2.12350 3.77100 4.39380  0.12
H17 -3.07400 4.54040 2.24520  0.12
H18 -2.53040 3.33130 0.17570  0.13
H19 -3.04560 1.16070 -1.83170  0.12
H20 -2.95650 2.35740 -3.99130  0.12
H21 -0.94560 3.66390 -4.58620  0.12
H22 0.94550 3.78210 -3.04430  0.10
H23 2.78180 2.47940 -2.16770  0.10
H24 3.49070 5.14270 -0.83910  0.07
H25 4.10680 4.49280 -2.34610  0.09
H26 2.42980 5.00920 -2.24770  0.06
H27 4.25490 3.10710 0.43530  0.07
H28 3.93200 1.49590 -0.22620  0.05
H29 4.99860 2.59930 -1.08160  0.09
H30 -0.05370 3.94000 1.24070  0.06
H31 1.39960 6.03450 -0.41490  0.06
H32 -0.08360 5.24750 -0.96600  0.06
H33 -0.08130 6.19540 0.51590  0.08
H34 2.81260 4.96930 1.36090  0.07
H35 1.53550 5.23460 2.54340  0.08
H36 2.17960 3.60950 2.29770  0.06
O1 1.60130 0.13310 -6.80150  0.02
C25 0.43450 0.09260 -6.48580  -0.72
O2 -0.65540 0.24330 -6.99600  0.01
C26 0.26190 -0.25610 -4.90750  -0.05
C27 -0.97470 -0.66120 -4.43760  0.02
C28 -1.13350 -0.86250 -3.07990  -0.15
N2 -0.14220 -0.68760 -2.20780  -0.07
C29 1.05200 -0.31760 -2.68440  -0.20
C30 1.31170 -0.09460 -4.02670  0.08
C31 2.10410 -0.09390 -1.62430  -0.61
O3 3.28460 -0.11290 -1.88520  0.11
O4 1.58140 0.13600 -0.46320  -0.29
H37 -1.79820 -0.79260 -5.12060  0.13
H38 -2.09880 -1.14910 -2.68830  0.07
H39 2.30000 0.19530 -4.34590  0.14
Cl1 -2.20970 -2.06240 -0.32740  0.81
C32 -1.83090 -3.74880 -0.12510  -0.58
C33 -2.83680 -4.68660 -0.29390  -0.07
C34 -2.53510 -6.02770 -0.11410  -0.04
C35 -1.24980 -6.41900 0.22440  -0.04
C36 -0.25380 -5.47260 0.38130  -0.06
C37 -0.53120 -4.11820 0.21620  -0.33
P3 0.77820 -2.83980 0.26780  1.02
C38 1.42260 -2.69980 1.95850  -0.38
C39 2.26360 -1.45310 2.04300  -0.40
C40 1.94810 -0.60180 4.38760  -0.35
C41 1.64180 -1.93860 4.98470  -0.04
C42 1.34170 -3.11280 4.41520  -0.08
C43 1.05610 -3.42040 3.02770  -0.10
C44 2.14570 -3.65260 -0.61000  -0.33
C45 3.05900 -4.43870 0.08940  -0.10
C46 4.11390 -5.03040 -0.57800  -0.06
C47 4.27180 -4.83420 -1.94220  -0.05
C48 3.36190 -4.05900 -2.64370  -0.04
C49 2.29830 -3.47300 -1.98170  -0.07
H40 -3.83580 -4.38020 -0.56370  0.12
H41 -3.30710 -6.76840 -0.24900  0.12
H42 -1.02050 -7.46390 0.36440  0.12
H43 0.75500 -5.77020 0.62740  0.11
H44 2.35020 -1.03280 1.03630  0.08
H45 3.04730 -0.55670 4.35970  0.14
H46 1.76720 -1.94360 6.06010  0.12
H47 1.19890 -3.95320 5.08380  0.11
H48 0.48020 -4.32550 2.87130  0.11
H49 2.94490 -4.57140 1.15700  0.10
H50 4.82430 -5.63260 -0.03070  0.11
H51 5.11540 -5.27270 -2.45260  0.11
H52 3.49250 -3.90010 -3.70390  0.12
H53 1.59180 -2.86870 -2.53280  0.10

Below is a molecular structure, C49H54BrHfN4O3PSTe, with properties calculated with the ωB97M-V functional and the def2-TZVPD basis.

Orbital gap (spin up / spin down): 4.58 / 6.53 eV
ΔE to the lowest compared entry with this formula, charge and spin: 82.3 kJ/mol
Total charge: -1
⟨S²⟩: 0.776
2S+1: 2

Each line ends with the Löwdin charge.
Positions of all 115 atoms, in Å:
Hf1 0.00334 -0.29775 -0.16913  1.34
O1 1.04359 0.13755 1.55819  -0.46
N1 1.31468 -0.79306 2.49490  -0.18
C1 2.50407 -0.76741 3.13667  -0.08
C2 2.83058 -1.72722 4.05523  -0.08
C3 1.92418 -2.76044 4.32410  -0.06
C4 0.69955 -2.74920 3.68538  -0.08
C5 0.37163 -1.74312 2.77810  -0.65
S1 -1.13910 -1.59393 2.02383  0.75
H1 3.15974 0.04273 2.85853  0.12
H2 3.78901 -1.68919 4.54537  0.10
H3 2.17212 -3.54826 5.01822  0.10
H4 -0.04139 -3.51244 3.85351  0.10
Br1 3.61217 -2.05341 0.32633  0.85
C6 3.26205 -0.88035 -1.16008  -0.70
C7 4.29344 -0.70383 -2.03622  -0.13
C8 4.10178 0.22658 -3.09290  -0.07
C9 3.00709 1.01862 -3.04857  -0.05
C10 2.05409 0.86483 -1.99162  -0.49
N2 2.06300 -0.27770 -1.19485  -0.14
C11 0.78039 1.58887 -2.14359  -0.75
O2 0.67842 2.47957 -2.98296  0.04
O3 -0.19276 1.19619 -1.36977  -0.33
H5 5.21316 -1.25384 -1.93476  0.09
H6 4.82024 0.28733 -3.89515  0.10
H7 2.78886 1.78949 -3.76773  0.12
C12 -3.87317 0.44587 2.30172  -0.14
C13 -2.98259 1.68271 2.23499  -0.51
C14 -3.82864 2.91408 2.54628  -0.12
P1 -1.94877 1.67149 0.62229  1.10
C15 -1.98695 3.51988 0.19202  -0.52
C16 -1.73721 3.82159 -1.27810  -0.10
C17 -0.97739 4.27320 1.05516  -0.12
C18 -3.15737 1.02673 -0.59135  -0.30
C19 -4.31883 1.74582 -0.86687  -0.08
C20 -5.27952 1.32008 -1.76835  -0.29
C21 -6.54058 2.10221 -2.01658  -0.07
C22 -5.04660 0.11743 -2.43040  -0.05
C23 -3.91015 -0.61231 -2.19038  -0.02
C24 -2.92487 -0.20679 -1.25817  -0.29
N3 -1.81204 -0.95523 -1.05077  -0.12
C25 -1.71800 -2.20835 -1.69534  -0.28
C26 -0.88190 -2.37126 -2.81198  -0.21
C27 -0.19775 -1.19907 -3.46239  -0.02
C28 -0.69630 -3.63174 -3.36594  -0.02
C29 -1.35499 -4.74752 -2.88116  -0.28
C30 -1.16848 -6.10161 -3.50100  -0.05
C31 -2.23333 -4.56755 -1.81989  -0.03
C32 -2.41795 -3.33374 -1.21767  -0.21
C33 -3.37287 -3.20899 -0.07028  -0.04
H8 -4.40794 0.42417 3.25134  0.08
H9 -3.28653 -0.46467 2.22879  -0.02
H10 -4.59902 0.44756 1.49168  0.07
H11 -2.21938 1.59078 3.01918  0.10
H12 -4.60590 3.05017 1.80065  0.07
H13 -3.23907 3.82250 2.61314  0.06
H14 -4.32112 2.77040 3.50723  0.07
H15 -2.99498 3.88036 0.42812  0.08
H16 -0.71411 3.60148 -1.55944  0.04
H17 -1.91612 4.88153 -1.46573  0.08
H18 -2.39467 3.23924 -1.91897  0.07
H19 0.04322 4.06457 0.72299  0.03
H20 -1.05960 3.99078 2.10486  0.06
H21 -1.13264 5.35057 0.96925  0.08
H22 -4.48571 2.69566 -0.37762  0.09
H23 -6.47397 3.09902 -1.58510  0.07
H24 -7.40084 1.59800 -1.56965  0.07
H25 -6.73825 2.20444 -3.08442  0.07
H26 -5.77016 -0.24454 -3.15066  0.11
H27 -3.74347 -1.52852 -2.73960  0.11
H28 -0.55486 -0.25613 -3.05254  0.06
H29 -0.41300 -1.18459 -4.53254  0.09
H30 0.88786 -1.26912 -3.34921  0.08
H31 -0.02538 -3.73240 -4.21051  0.12
H32 -0.37649 -6.08138 -4.24579  0.07
H33 -2.08646 -6.42358 -3.99413  0.07
H34 -0.91327 -6.83856 -2.74055  0.07
H35 -2.78839 -5.42005 -1.45030  0.12
H36 -3.81229 -4.17705 0.16019  0.07
H37 -4.16978 -2.50088 -0.29748  0.08
H38 -2.85700 -2.84366 0.81652  -0.01
N4 0.62638 -2.36355 -0.20002  -0.02
C34 0.79727 -3.52141 -0.35342  -0.18
C35 1.04438 -4.85994 -0.46204  -0.24
C36 0.16641 -5.80596 0.13432  -0.07
C37 0.43977 -7.14461 0.04545  -0.13
C38 1.57948 -7.60170 -0.61619  -0.14
C39 2.44545 -6.68416 -1.20913  -0.13
C40 2.19055 -5.34027 -1.15145  -0.07
H39 -0.70194 -5.44156 0.66043  0.11
H40 -0.23540 -7.86132 0.49326  0.09
H41 1.79806 -8.65656 -0.66264  0.08
H42 3.32831 -7.04114 -1.72108  0.09
H43 2.86151 -4.63061 -1.60970  0.09
C41 3.84780 8.32539 1.67351  -0.06
C42 3.55882 6.91401 1.24916  -0.29
C43 3.07148 6.64135 -0.01718  -0.03
C44 2.77056 5.34514 -0.41548  -0.31
C45 2.21622 5.12262 -1.79108  -0.06
C46 2.96267 4.28504 0.46990  -0.42
Te1 2.34863 2.23833 0.04364  1.46
C47 3.48196 4.54582 1.74413  -0.33
C48 3.72385 3.42456 2.71090  -0.12
C49 3.76822 5.84873 2.11417  -0.03
H44 3.33660 9.03094 1.02161  0.07
H45 4.91797 8.52929 1.62295  0.08
H46 3.52209 8.49632 2.69822  0.07
H47 2.89933 7.45999 -0.70435  0.11
H48 2.86717 5.55110 -2.55317  0.08
H49 1.23340 5.58285 -1.88276  0.09
H50 2.10797 4.05913 -1.99326  0.01
H51 2.80379 2.86113 2.87535  0.05
H52 4.08690 3.79654 3.66683  0.07
H53 4.45736 2.73282 2.29160  0.06
H54 4.15267 6.04366 3.10640  0.11